[1]
Below is a cluster of 7 separate species, C50H111BFIN4O11P in total, with properties calculated with the ωB97M-V functional and the def2-TZVPD basis.

Computed properties:
LUMO energy (Ha): -0.132
Calculated total energy (a.u.): -3781.7453
HOMO energy (eV): -10.55
Frontier orbital gap (eV): 6.962
Total charge: +1

CARTESIAN COORDINATES (ANGSTROEM)
C  -0.41  -10.08  -0.70
C  -0.80  -9.02  -1.14
C  -1.19  -7.62  -1.31
C  -2.76  -7.70  -1.30
C  -3.58  -6.41  -1.46
C  -3.72  -5.83  -2.88
C  -3.84  -4.29  -2.78
C  -2.96  -3.49  -3.75
C  -2.45  -2.26  -3.00
C  -1.38  -1.46  -3.74
C  0.03  -1.79  -3.27
C  1.08  -1.06  -4.11
C  2.28  -1.93  -4.47
C  3.10  -2.38  -3.26
C  4.58  -2.66  -3.57
O  5.45  -2.00  -2.67
C  5.51  -0.61  -2.91
N  -0.81  -7.25  -2.73
B  -0.14  -8.36  -3.53
N  1.29  -8.61  -3.62
O  -1.02  -9.10  -4.24
C  -0.31  -6.09  -2.90
N  0.65  -5.80  -3.84
N  -0.85  -5.11  -2.14
C  -0.44  -5.23  -0.73
F  -1.30  -4.43  -0.03
C  0.91  -4.52  -0.60
O  1.17  -4.16  0.72
C  1.82  -2.90  0.80
C  0.83  -1.75  0.81
O  1.44  -0.56  1.26
C  1.81  0.29  0.18
C  0.68  1.20  -0.26
C  -0.53  -6.69  -0.24
C  0.79  -7.21  0.37
C  1.96  -7.54  -0.59
P  -1.76  -6.63  1.27
O  -1.93  -8.18  1.77
I  -0.63  -5.50  3.12
H  -0.02  -11.02  -0.44
H  -3.14  -8.26  -0.46
H  -3.00  -8.32  -2.16
H  -4.58  -6.67  -1.13
H  -3.27  -5.60  -0.81
H  -4.66  -6.17  -3.29
H  -2.96  -6.16  -3.58
H  -3.58  -3.95  -1.78
H  -4.88  -4.03  -2.92
H  -2.10  -4.06  -4.11
H  -3.59  -3.13  -4.55
H  -2.12  -2.53  -1.99
H  -3.29  -1.59  -2.84
H  -1.53  -0.41  -3.55
H  -1.46  -1.66  -4.81
H  0.24  -2.86  -3.31
H  0.16  -1.45  -2.24
H  1.46  -0.17  -3.61
H  0.65  -0.71  -5.04
H  2.00  -2.80  -5.06
H  2.93  -1.34  -5.11
H  2.68  -3.33  -2.92
H  3.06  -1.68  -2.43
H  4.85  -2.34  -4.58
H  4.81  -3.71  -3.47
H  5.47  -0.38  -3.97
H  4.70  -0.13  -2.38
H  6.45  -0.21  -2.54
H  1.54  -8.86  -4.57
H  1.55  -9.41  -3.06
H  -0.72  -10.02  -4.22
H  1.63  -5.85  -3.63
H  0.38  -5.61  -4.79
H  -0.59  -4.20  -2.53
H  0.77  -3.57  -1.14
H  1.75  -5.01  -1.09
H  2.51  -2.80  -0.04
H  2.40  -2.84  1.72
H  0.40  -1.54  -0.17
H  0.00  -1.95  1.48
H  2.21  -0.27  -0.66
H  2.60  0.94  0.56
H  0.08  1.50  0.60
H  0.03  0.63  -0.92
H  1.07  2.05  -0.80
H  0.60  -8.11  0.93
H  1.16  -6.51  1.10
H  2.03  -8.60  -0.75
H  2.88  -7.26  -0.10
H  1.94  -7.02  -1.53
H  -1.24  -8.77  1.44
C  1.60  6.51  1.65
C  1.00  5.19  1.18
O  1.81  4.06  1.46
C  2.10  3.81  2.82
C  0.87  3.58  3.69
H  2.58  6.66  1.20
H  0.95  7.34  1.37
H  1.73  6.53  2.73
H  0.88  5.21  0.10
H  -0.01  5.05  1.60
H  2.72  4.62  3.23
H  2.72  2.92  2.84
H  0.22  4.45  3.72
H  1.17  3.35  4.71
H  0.29  2.74  3.30
C  0.63  9.14  -1.55
C  0.59  7.67  -1.93
O  -0.72  7.15  -2.07
C  -1.53  7.77  -3.06
C  -0.96  7.68  -4.47
H  0.08  9.31  -0.62
H  1.66  9.47  -1.41
H  0.18  9.77  -2.32
H  1.06  7.09  -1.13
H  1.18  7.48  -2.84
H  -1.73  8.81  -2.79
H  -2.48  7.24  -3.03
H  0.00  8.20  -4.55
H  -1.65  8.13  -5.18
H  -0.79  6.64  -4.75
C  -4.99  0.49  2.69
C  -5.40  0.14  1.28
O  -4.32  0.08  0.36
C  -3.31  -0.86  0.64
C  -3.80  -2.29  0.71
H  -4.46  1.45  2.71
H  -5.87  0.56  3.33
H  -4.32  -0.26  3.12
H  -6.07  0.91  0.90
H  -5.96  -0.80  1.26
H  -2.78  -0.59  1.56
H  -2.58  -0.76  -0.17
H  -4.52  -2.44  1.51
H  -2.96  -2.97  0.89
H  -4.28  -2.57  -0.23
C  -2.72  0.96  6.06
C  -3.30  0.35  4.80
O  -2.33  0.01  3.82
C  -1.36  -0.94  4.22
C  -1.93  -2.29  4.63
H  -2.13  1.85  5.82
H  -3.51  1.24  6.75
H  -2.05  0.27  6.58
H  -3.96  1.08  4.32
H  -3.93  -0.52  5.04
H  -0.73  -0.52  5.01
H  -0.71  -1.08  3.35
H  -2.58  -2.21  5.51
H  -1.12  -2.97  4.88
H  -2.52  -2.72  3.82
C  -2.87  11.95  1.12
C  -1.35  11.96  1.26
O  -0.67  12.35  0.08
C  -0.96  13.64  -0.41
C  -0.63  14.76  0.57
H  -3.17  11.29  0.31
H  -3.33  11.60  2.05
H  -3.26  12.94  0.90
H  -1.01  10.95  1.48
H  -1.05  12.59  2.11
H  -2.00  13.70  -0.74
H  -0.34  13.76  -1.30
H  -1.23  14.69  1.48
H  -0.83  15.73  0.11
H  0.42  14.72  0.86
C  7.21  1.50  4.94
C  6.41  0.41  5.63
O  5.04  0.70  5.78
C  4.31  0.92  4.59
C  4.31  -0.26  3.63
H  7.11  2.44  5.48
H  8.26  1.23  4.89
H  6.86  1.68  3.92
H  6.80  0.27  6.64
H  6.54  -0.55  5.11
H  4.67  1.83  4.09
H  3.28  1.13  4.90
H  5.31  -0.51  3.28
H  3.69  -0.04  2.76
H  3.90  -1.15  4.13

=====

[2]
Below is a structure of composition C50H114O4S2, with properties calculated with the ωB97M-V functional and the def2-TZVPD basis.

Computed properties:
LUMO energy (Ha): 0.011
Energy above the lowest of the compared OMol25 structures with the same formula, charge and spin (kJ/mol): 3086.01
Calculated total energy (a.u.): -3069.4581
HOMO energy (eV): -8.07
Frontier orbital gap (eV): 8.372
Total charge: 0

CARTESIAN COORDINATES (ANGSTROEM)
C  3.81  0.79  -0.36
C  3.32  0.67  -1.89
C  2.41  -0.58  -2.01
C  2.41  -1.12  -3.46
C  3.51  -2.15  -3.79
C  3.26  -2.82  -5.12
H  3.08  0.51  0.40
H  4.17  1.82  -0.34
H  4.77  0.30  -0.28
H  2.76  1.56  -2.16
H  4.12  0.51  -2.61
H  1.39  -0.32  -1.70
H  2.65  -1.37  -1.30
H  1.43  -1.59  -3.56
H  2.45  -0.32  -4.20
H  4.51  -1.74  -3.82
H  3.51  -2.90  -3.00
H  3.41  -2.02  -5.85
H  4.01  -3.60  -5.20
H  2.29  -3.31  -5.15
C  2.36  -2.13  1.46
C  3.38  -2.21  0.28
C  4.24  -3.44  0.58
C  4.95  -4.15  -0.53
C  5.91  -3.27  -1.32
C  6.84  -4.08  -2.25
H  1.65  -1.35  1.21
H  2.87  -1.79  2.36
H  1.81  -3.06  1.62
H  2.95  -2.30  -0.71
H  3.89  -1.27  0.06
H  3.70  -4.24  1.09
H  5.06  -3.05  1.18
H  5.32  -5.08  -0.09
H  4.32  -4.62  -1.28
H  5.35  -2.64  -2.01
H  6.56  -2.72  -0.64
H  6.17  -4.46  -3.02
H  7.42  -3.28  -2.72
H  7.41  -4.85  -1.73
C  -3.75  3.17  1.36
C  -2.48  3.84  1.97
C  -2.00  3.24  3.33
C  -1.41  1.81  3.25
C  -2.35  0.63  3.49
C  -2.91  0.33  4.89
H  -4.60  3.05  2.03
H  -3.41  2.27  0.85
H  -4.21  3.65  0.49
H  -1.71  3.81  1.19
H  -2.62  4.90  2.17
H  -2.74  3.40  4.12
H  -1.22  3.89  3.70
H  -0.97  1.62  2.28
H  -0.63  1.62  4.00
H  -3.23  0.76  2.85
H  -1.65  -0.16  3.24
H  -3.39  -0.59  5.21
H  -1.98  0.26  5.45
H  -3.47  1.15  5.34
C  0.57  -3.73  4.26
C  -0.25  -3.75  2.96
C  -1.65  -2.96  3.11
C  -2.66  -3.32  2.03
C  -2.18  -2.97  0.67
C  -3.15  -3.39  -0.48
H  0.65  -2.71  4.64
H  1.57  -4.11  4.07
H  0.08  -4.37  4.99
H  0.27  -3.36  2.09
H  -0.48  -4.80  2.79
H  -1.47  -1.89  3.00
H  -2.16  -2.94  4.07
H  -2.74  -4.38  2.29
H  -3.62  -2.80  2.15
H  -1.80  -1.94  0.69
H  -1.27  -3.51  0.43
H  -4.10  -2.85  -0.45
H  -2.79  -2.96  -1.41
H  -3.18  -4.46  -0.69
C  -3.57  0.84  -2.24
C  -3.42  1.55  -3.60
C  -2.40  0.77  -4.62
C  -0.94  1.32  -4.64
C  -0.12  0.55  -5.64
C  1.40  0.90  -5.46
H  -3.31  -0.22  -2.25
H  -4.54  1.00  -1.76
H  -2.93  1.26  -1.46
H  -4.37  1.69  -4.10
H  -3.06  2.57  -3.53
H  -2.92  0.84  -5.58
H  -2.56  -0.29  -4.45
H  -0.87  2.40  -4.82
H  -0.37  1.17  -3.72
H  -0.33  -0.51  -5.52
H  -0.42  0.82  -6.65
H  1.99  0.26  -4.80
H  1.80  0.90  -6.47
H  1.59  1.91  -5.09
C  2.08  3.80  -5.39
C  1.04  3.36  -4.34
C  0.81  4.28  -3.14
C  1.65  3.92  -1.94
C  1.12  2.94  -0.83
C  1.16  3.21  0.71
H  1.70  3.58  -6.38
H  3.02  3.37  -5.03
H  2.03  4.88  -5.56
H  0.02  3.33  -4.72
H  1.18  2.32  -4.05
H  -0.26  4.38  -2.91
H  1.09  5.26  -3.51
H  2.63  3.63  -2.32
H  1.81  4.87  -1.44
H  0.10  2.62  -1.06
H  1.63  2.00  -1.03
H  1.35  2.33  1.32
H  1.89  3.99  0.90
H  0.24  3.59  1.16
C  -5.80  0.40  3.83
C  -6.68  0.17  2.52
C  -6.37  -1.12  1.65
C  -4.87  -1.28  1.28
C  -4.33  -0.14  0.43
C  -2.93  -0.40  -0.07
H  -6.21  1.26  4.37
H  -4.75  0.44  3.55
H  -5.78  -0.41  4.56
H  -7.74  0.19  2.76
H  -6.41  0.97  1.83
H  -6.95  -1.16  0.73
H  -6.78  -2.01  2.13
H  -4.27  -1.39  2.18
H  -4.63  -2.18  0.70
H  -5.12  -0.19  -0.32
H  -4.38  0.75  1.05
H  -2.37  -0.19  0.85
H  -2.77  -1.45  -0.28
H  -2.66  0.34  -0.83
C  1.02  1.79  4.76
C  2.33  2.67  4.67
C  3.27  2.02  3.64
S  2.86  0.26  3.22
O  3.75  -0.58  4.05
O  2.81  0.06  1.81
C  1.11  0.43  4.05
H  0.16  2.36  4.39
H  0.84  1.56  5.81
H  2.85  2.44  5.60
H  2.37  3.75  4.52
H  4.32  2.25  3.86
H  3.27  2.33  2.59
H  0.89  -0.55  4.46
H  0.45  0.44  3.19
C  0.93  -0.34  0.87
C  -0.28  0.67  1.32
C  -0.95  1.29  0.04
S  -0.61  0.01  -1.31
O  0.34  0.59  -2.26
O  -1.87  -0.65  -1.77
C  0.41  -1.29  -0.18
H  1.34  -0.94  1.67
H  1.71  0.24  0.37
H  0.14  1.50  1.90
H  -1.14  0.21  1.81
H  -0.43  2.18  -0.31
H  -2.04  1.30  0.05
H  1.09  -2.01  -0.64
H  -0.45  -1.77  0.28